Record 1
Formula: C4H6O2
Source: the OMol25 dataset
Level of theory: ωB97M-V/def2-TZVPD

The value obtained for the total energy is -306.336881 hartree. The HOMO-LUMO gap comes out at 0.38388 Ha. The multiplicity is 1. The value obtained for the largest force on an atom is 3.64 eV/Å.

Geometry as XYZ:
```
12
Properties=species:S:1:pos:R:3:forces:R:3
C -0.867702 0.993107 0.490171 1.73 1.56 -0.56
H 1.819832 0.314828 0.903286 -0.05 0.29 -0.09
C -0.131920 -0.283822 0.150076 0.37 0.05 0.04
C -0.472972 -1.477020 -0.630519 -0.10 0.15 -0.14
H -1.724503 1.256155 -0.155360 0.33 0.22 0.85
O 0.463654 1.779542 0.117460 -0.12 -0.35 -1.76
H 1.672090 0.498358 -0.885802 0.31 -0.46 -0.04
H -1.492359 -1.677767 -0.958366 0.10 0.10 0.13
H 0.308576 -1.948612 -1.234707 -0.19 0.19 0.15
C 1.142981 0.525127 0.062634 0.57 -0.29 -0.32
O -0.252554 -1.532312 0.782239 -0.01 0.03 0.19
H -0.465122 1.552417 1.358888 -2.94 -1.48 1.54
```
Positions in Å, forces in eV/Å.

---

Record 2
Formula: C3H7N3S
Source: the OMol25 dataset
Level of theory: ωB97M-V/def2-TZVPD

The value obtained for the total energy is -680.900419 hartree. The HOMO-LUMO gap comes out at 0.30862 Ha. The multiplicity is 1. The value obtained for the largest force on an atom is 0.80 eV/Å.

Geometry as XYZ:
```
14
Properties=species:S:1:pos:R:3:forces:R:3
H 1.741459 0.083095 -1.237952 0.30 0.07 -0.12
N 0.846525 0.054182 -0.787486 -0.32 -0.45 0.23
H -1.270718 -2.160927 0.582499 0.06 0.28 -0.11
H 1.565125 1.621899 0.289583 0.51 0.43 0.15
C -0.827617 -1.158162 0.480969 0.09 -0.41 -0.12
C 0.545119 -1.244309 -0.192032 -0.36 -0.07 -0.40
N 0.727739 1.106770 0.153362 -0.35 -0.53 -0.25
H -0.297030 2.909217 0.253945 -0.02 0.20 0.02
N -1.618903 1.454305 -0.197096 0.70 0.00 0.05
C -0.429406 1.855527 0.039430 -0.79 -0.13 0.05
S -2.052053 -0.177460 -0.413443 -0.07 0.12 -0.03
H 0.543716 -1.982201 -1.009861 -0.11 0.29 0.18
H -0.737929 -0.772231 1.490852 0.03 0.15 0.12
H 1.263973 -1.589708 0.547234 0.34 0.05 0.23
```
Positions in Å, forces in eV/Å.

---

Record 3
Formula: C63H84BN7O6SSiTa
Source: the OMol25 dataset
Level of theory: ωB97M-V/def2-TZVPD

The value obtained for the total energy is -4055.392780 hartree. The HOMO-LUMO gap comes out at 0.24750 Ha. Its total charge is +1. The multiplicity is 1. The value obtained for the largest force on an atom is 2.83 eV/Å.

Geometry as XYZ:
```
164
Properties=species:S:1:pos:R:3:forces:R:3
H -3.013529 -2.519704 0.014589 0.07 -0.17 0.16
C -3.607029 4.816296 -5.268111 -0.08 0.02 -0.12
H -2.030529 -2.733304 5.526389 -0.01 -0.06 -0.13
H 5.547871 -2.684404 -2.892411 0.14 -0.13 0.05
N 0.939271 -2.685504 -0.318111 -0.70 0.60 -0.44
H -4.645229 1.422596 0.786089 -0.17 -0.11 0.15
C 1.313971 1.030596 2.180889 -1.03 0.29 0.89
H 3.025771 4.451896 4.180689 -0.06 0.15 -0.07
C 2.800171 -0.027304 0.556989 0.89 -0.64 -1.09
C -1.707429 3.027896 -2.566711 0.60 0.68 -0.34
H -3.980029 2.063196 -0.711611 -0.05 0.02 -0.11
H -2.426429 6.061196 -6.609311 0.13 0.04 -0.07
H 5.465471 -3.140704 2.222289 -0.03 -0.13 -0.02
B -0.363629 1.888796 -1.228711 -0.22 0.57 -0.90
C 3.900171 -0.327204 1.339289 -0.26 0.13 -0.04
H -2.422029 -4.327504 4.839689 0.04 0.17 -0.04
H 1.460771 4.095596 6.238989 -0.13 0.11 0.02
C 6.638271 0.115196 2.407289 0.02 -0.19 -0.10
H 1.237271 -3.035904 5.097389 0.08 0.03 -0.09
C 5.054371 -1.095704 -0.600711 -0.06 0.03 0.17
C -0.573229 1.568096 3.621889 -0.34 -0.24 -0.39
H -2.919029 1.317596 0.465289 -0.04 -0.02 0.01
C -0.534029 -2.089404 3.248589 -0.27 -0.25 -0.04
C -0.384329 -2.099804 -4.520711 -0.11 -0.32 0.10
H -5.448729 -2.681004 -2.234311 0.03 -0.21 0.00
C 5.047771 -0.861304 0.767989 -0.05 -0.04 -0.05
H -2.106929 2.980996 5.616189 0.07 0.14 0.09
H -0.495829 -3.121004 -4.194911 0.07 -0.20 -0.05
C 2.743271 2.615696 5.303389 0.15 0.03 0.18
H -2.231729 3.756896 3.328889 0.05 0.14 0.01
H -5.284229 3.999096 -4.124611 -0.07 -0.11 0.07
H -4.448729 3.795196 -6.988211 -0.11 0.01 -0.14
C -0.086229 1.081596 2.404489 1.44 0.63 1.36
H -4.156629 6.328596 -6.704211 -0.09 0.00 -0.07
C -3.905129 1.254096 0.009889 -0.12 -0.78 -0.39
C -6.208929 -1.926804 -2.091211 0.18 0.04 0.05
H 6.066671 -1.029104 -3.251411 0.17 0.09 0.01
C -3.872729 -1.942404 0.340489 0.04 0.55 -0.51
C -2.516129 4.483596 -4.259211 0.09 0.09 0.05
H -1.086829 5.949396 -4.890611 0.00 0.08 -0.13
C -8.157929 0.003096 -1.753011 -0.13 0.02 -0.07
H 4.243971 3.226796 3.837989 0.10 -0.02 -0.13
N -0.904329 -1.785604 -1.270511 -0.75 1.31 0.41
C -0.211329 4.691296 -3.439311 0.27 -0.38 0.32
H -3.510729 1.942396 5.441889 -0.11 0.02 0.02
O 1.568571 -0.265004 -1.372111 -0.72 0.37 -0.28
C -7.528129 -2.217204 -2.389711 0.01 -0.08 -0.12
C 3.928771 -1.245904 -2.893211 -0.08 -0.07 -0.27
H -0.008729 2.405796 5.495089 -0.10 0.06 0.12
H -3.692829 2.822696 2.997089 -0.15 0.03 -0.01
H -0.765029 -6.191704 4.924289 -0.06 -0.12 -0.04
H 4.127171 0.974196 4.938289 0.11 -0.08 -0.13
O -0.789729 0.647296 1.343089 -0.63 0.16 -0.24
C -0.467229 -4.215804 5.762189 0.02 0.05 -0.24
C -0.122829 -2.913504 -1.088111 1.05 -1.81 -0.10
H 7.792871 -1.015704 0.211589 0.08 0.04 -0.13
C -0.436429 3.606296 -2.615511 -0.98 -0.05 -0.18
C -2.429929 1.986196 5.325589 0.11 -0.02 -0.26
Ta 0.011271 -0.036604 -0.241911 2.04 -1.59 1.13
H -3.705029 -1.654604 1.374089 0.13 0.19 0.13
H -2.470729 -0.422704 4.233789 -0.02 -0.14 0.08
H 4.300771 4.114496 5.351489 0.09 0.04 0.07
C 6.215071 -1.177004 1.692189 0.16 -0.02 0.09
H -2.703429 3.592196 -6.815911 0.11 -0.03 -0.09
O 0.389971 2.893696 -1.784211 0.81 0.46 0.06
C -1.089829 -1.098504 -3.872011 -0.22 0.00 0.23
N -1.218729 -3.149304 1.555289 0.02 -0.34 -0.56
H -8.912129 0.767096 -1.625711 -0.03 0.02 0.03
C 1.793671 -3.666104 -0.077311 0.19 -0.01 0.17
H 0.279771 -2.274104 6.379089 0.02 0.16 0.06
C 5.754571 -2.219304 2.724689 0.11 0.15 -0.15
H 2.073371 -0.988804 -7.459811 0.08 -0.04 -0.06
N -1.261029 -3.148804 3.656289 0.70 0.94 -0.76
H 8.234771 -1.934504 1.644689 0.05 -0.02 0.06
H 2.878371 3.651496 7.184089 0.03 0.02 0.05
H 7.510071 -0.062204 3.032989 0.10 -0.03 0.09
C 0.448871 -1.785904 -5.579411 -0.16 0.12 0.13
H 0.495171 -5.260604 4.119489 0.07 0.03 -0.14
H 0.748171 5.182296 -3.486711 0.09 0.03 0.03
H -5.729629 5.218296 -5.301111 -0.09 0.03 -0.09
H 2.638871 -3.381404 0.536889 0.12 -0.11 0.06
H 3.146171 -3.239304 -2.577011 0.01 -0.15 0.02
H -1.262129 -4.347604 -2.225811 -0.01 -0.11 0.04
O -2.777729 -2.759404 -2.704911 0.13 -0.05 0.07
H 4.255871 0.806296 -3.500511 0.10 0.13 -0.03
C -2.745629 3.431696 -3.374311 0.26 -0.25 0.36
H 2.868271 -2.603104 -4.203811 0.01 -0.05 -0.12
C -4.971329 4.936196 -4.575111 0.19 0.01 -0.07
C 2.890871 -2.347704 -3.145911 0.03 0.13 0.10
H -3.844729 0.459796 3.569589 -0.13 0.01 0.04
N -1.661229 -3.783604 2.557089 -0.73 -0.94 0.38
N -0.510529 -2.088504 1.935789 0.24 0.65 0.30
H 3.834671 -0.191204 2.403889 0.07 0.06 0.13
H 4.379471 1.807296 6.468589 0.12 0.02 0.11
N 1.585771 0.479796 0.950889 -1.23 -0.48 -0.95
C 0.044071 -5.483504 5.083789 -0.14 0.13 0.17
C -2.605329 2.798596 2.976889 0.07 -0.10 0.08
H -4.938229 5.697496 -3.799811 -0.04 0.10 0.11
H 3.020971 0.695096 6.278589 -0.07 -0.12 0.09
H -0.086729 -1.352904 3.882289 0.11 0.15 0.20
C -5.835529 -0.677104 -1.588711 0.52 0.09 0.05
O -1.663429 1.982296 -1.688111 -0.83 0.11 -0.06
S -1.972229 -1.618304 -2.410911 -0.15 -0.09 -0.97
H 2.356771 -5.720804 -0.374011 0.07 -0.02 0.08
H 4.900271 -1.860604 3.293489 -0.08 0.01 0.10
H 0.985871 0.315496 -7.939111 -0.01 0.03 -0.09
C -2.763829 0.344896 3.519289 0.10 0.15 -0.06
C -3.643629 3.651996 -6.272411 -0.05 0.20 0.06
H 3.535671 -0.208504 -4.755311 0.02 -0.05 -0.17
H -1.575529 0.980096 -3.832211 -0.02 0.18 0.06
H 2.257771 0.630396 -6.770611 0.10 0.06 -0.01
H 5.842371 0.494996 3.041989 -0.11 0.10 0.10
C -0.980429 0.214696 -4.296911 -0.17 0.19 0.16
O -2.791729 -0.429804 -1.919511 0.59 -0.14 -0.71
H -3.259729 6.954696 -5.326511 0.05 0.15 0.05
C 1.722971 2.074196 4.311489 -0.03 -0.04 -0.07
H -1.988829 1.257496 6.001189 0.05 -0.08 0.16
C 0.666071 -3.220504 6.005189 -0.22 -0.17 0.10
H 3.238071 1.638096 2.861289 0.15 -0.04 0.00
H 1.514871 2.543796 7.096589 -0.12 -0.04 0.11
C -0.127129 0.522096 -5.342911 -0.06 -0.12 0.10
H -0.891629 -4.492604 6.731789 -0.06 0.05 -0.03
C 1.537771 -0.113604 -7.104911 -0.01 0.04 -0.05
H -3.686429 2.909296 -3.331711 -0.19 -0.07 -0.02
H 6.557571 -2.441604 3.424489 0.09 -0.04 0.07
H -6.586729 1.247096 -1.028211 -0.01 0.23 0.06
Si -4.130429 -0.443404 -0.797911 -1.39 0.12 1.22
C 0.356571 2.030696 4.556389 0.14 0.00 -0.08
H 5.949371 -1.479304 -1.054911 0.12 -0.08 -0.09
H -4.736029 -2.603604 0.339289 -0.13 0.06 -0.18
H 6.887371 0.880696 1.675389 0.05 0.11 -0.03
C -2.072829 1.669896 3.870189 -0.24 0.00 0.04
C 3.632371 3.665296 4.620689 -0.14 -0.11 0.07
C -6.840029 0.278896 -1.429911 0.32 0.07 0.04
H 7.180471 -2.663904 0.438589 0.03 -0.11 -0.11
H -9.541829 -1.476304 -2.453211 -0.03 -0.01 -0.03
H 0.986271 -2.577704 -6.078011 0.07 -0.08 -0.05
C 2.098971 3.264996 6.530089 0.06 -0.14 -0.24
H -7.794029 -3.204504 -2.738911 0.00 -0.04 -0.08
H -2.492929 0.016696 2.521589 -0.11 -0.13 -0.02
C -0.380229 -4.177104 -1.628811 -0.06 0.26 0.02
H -2.273629 2.664196 1.951689 -0.04 0.05 -0.13
C 2.193771 1.567496 3.105389 -0.11 -0.07 -0.24
C 3.622771 1.448296 5.775489 -0.12 0.15 0.00
C 3.935771 -0.896104 -1.411311 -0.58 0.06 -0.30
H 1.347871 -3.619004 6.751489 0.13 -0.01 0.03
C 1.635271 -4.945804 -0.577111 -0.23 -0.01 -0.12
H 0.323271 -6.183804 -1.758411 0.04 -0.05 -0.01
C -1.266329 5.106896 -4.244211 -0.19 0.06 -0.10
C 0.608271 -0.467004 -5.991511 -0.12 -0.11 0.16
C -3.337429 6.121296 -6.020211 0.00 -0.21 0.14
C 5.278171 -1.761404 -3.398511 -0.23 0.13 0.17
H 2.554871 0.352696 -3.396311 -0.09 0.09 -0.06
H -0.023429 1.548896 -5.659711 -0.07 0.16 -0.01
H -3.801429 2.703796 -5.763711 -0.06 -0.12 0.03
C 2.775871 -0.392304 -0.815411 1.72 0.08 1.28
H 0.794571 -5.960504 5.708489 0.11 -0.07 0.01
C 0.512671 -5.197704 -1.358311 0.10 0.17 0.09
C -8.509229 -1.250404 -2.228411 0.07 0.08 0.11
H 5.208171 -1.973904 -4.463811 -0.02 0.00 -0.08
C 7.427871 -1.732804 0.942989 -0.24 0.10 0.10
C 3.543171 0.007396 -3.689111 0.01 -0.07 0.14
C -1.628829 -3.587804 4.972689 -0.07 -0.42 0.94
H 1.898871 -2.018204 -2.846711 -0.04 -0.06 -0.05
```
Positions in Å, forces in eV/Å.

---

Record 4
Formula: C6H12NO
Source: the OMol25 dataset
Level of theory: ωB97M-V/def2-TZVPD

The value obtained for the total energy is -365.308408 hartree. The HOMO-LUMO gap comes out at 0.26141 Ha. Its total charge is +1. The multiplicity is 1. The value obtained for the largest force on an atom is 4.80 eV/Å.

Geometry as XYZ:
```
20
Properties=species:S:1:pos:R:3:forces:R:3
C -1.842421 0.979212 0.913219 -3.31 2.26 1.65
H -2.690191 0.919042 0.211375 0.26 -0.67 -0.48
H 0.620262 -0.046377 1.656968 -0.21 0.49 0.06
H -1.574249 2.041584 1.054278 0.88 0.02 -0.33
C 1.052784 0.231120 0.700496 -0.17 -2.12 -0.81
H 0.795529 -2.645459 0.447695 0.13 -0.27 -0.58
C 0.054625 -1.960855 0.027376 -0.22 0.63 1.69
H 1.681226 -1.892820 -1.861533 -0.38 0.18 -0.65
H -0.572757 -2.426222 -0.725201 0.23 0.07 -0.26
H -0.145945 2.589507 -0.972256 -0.94 -0.19 -1.70
C 0.806965 -0.715936 -0.341670 3.10 -0.90 0.87
H 2.735738 -0.598910 -1.441693 -0.14 0.27 0.44
H 1.714595 1.078120 0.634764 0.21 -0.15 -0.16
O -1.702851 0.220697 1.832619 0.80 -1.19 0.22
C 1.683546 -0.837155 -1.604274 -0.11 0.41 0.79
H -1.079572 0.063532 -0.811508 -0.72 0.29 1.50
H -0.524812 -1.743700 0.935268 -0.40 -0.11 -0.35
C -0.231394 0.636338 -0.403399 -0.07 0.79 -4.73
H 1.318379 -0.113014 -2.322321 0.06 -0.56 -0.65
N 0.183384 1.633154 -1.092679 1.01 0.77 3.47
```
Positions in Å, forces in eV/Å.